[1]
# C34H30NO27P2S

C34H30NO27P2S as an isolated structure at a distorted geometry (the ωB97M-V functional and the def2-TZVPD basis, the Open Molecules 2025 dataset).

```
95
Properties=species:S:1:pos:R:3:lowdin_charge:R:1
N 0.53847 -1.95190 2.20395 0.013
C -0.24104 -2.17049 0.97397 -0.224
C -0.45681 -3.65590 0.68722 -0.368
O -1.74447 -3.89444 0.17068 -0.001
C 0.66176 -4.21968 -0.21379 -0.179
O 0.31692 -4.18024 -1.60488 -0.130
P 1.31508 -3.28792 -2.49518 0.351
O 1.04635 -3.56704 -3.88498 -0.197
O 2.88263 -3.67718 -2.19450 -0.393
P 3.70457 -2.68438 -1.15821 0.251
S 5.19777 -1.74300 -1.93846 0.149
O 1.06743 -1.75667 -2.16678 -0.161
C 0.61533 -0.96134 -3.34494 -0.772
O 1.52873 -0.43648 -3.98995 0.009
O -0.56412 -0.88295 -3.56102 0.053
H 1.22385 -2.70119 2.27142 0.055
H 1.10513 -1.13318 1.98680 0.015
H 0.31184 -1.75873 0.11821 0.088
H -1.21346 -1.67525 0.99029 0.121
H -0.35825 -4.17227 1.66090 0.137
H -1.73945 -4.75632 -0.25450 0.094
H 1.57073 -3.66518 0.04302 0.079
H 0.79177 -5.27275 0.05636 0.115
H 4.19061 -3.54177 -0.14845 -0.017
H 2.84518 -1.74549 -0.56181 -0.019
C 3.79394 1.32291 1.94302 0.085
C 4.55853 2.42104 1.96414 -0.230
C 4.25718 3.60845 1.09698 -0.315
O 4.97981 4.58575 1.17935 0.098
C 3.12021 3.52817 0.20238 0.058
C 2.35506 2.43077 0.17537 -0.246
C 2.63986 1.25720 1.06224 -0.284
O 1.89561 0.29367 1.00972 0.073
O 1.30803 2.33063 -0.63498 0.136
O 5.62499 2.53066 2.75108 0.113
H 3.99903 0.46308 2.56520 0.136
H 2.92216 4.38215 -0.42976 0.141
H 0.91771 1.45016 -0.47715 0.128
H 5.99231 3.41683 2.57267 0.118
C 3.26792 -8.74627 0.83388 0.078
C 3.03215 -10.01946 0.49427 -0.237
C 1.69918 -10.66565 0.73396 -0.317
O 1.54144 -11.82022 0.38670 0.108
C 0.65894 -9.87672 1.37712 0.075
C 0.89548 -8.60443 1.71979 -0.237
C 2.22031 -7.95106 1.45581 -0.316
O 2.36695 -6.78688 1.77408 0.101
O -0.02334 -7.84568 2.31080 0.115
O 3.95789 -10.78658 -0.07424 0.115
H 4.22289 -8.26958 0.66385 0.138
H -0.29149 -10.35750 1.55997 0.136
H 0.39694 -6.97574 2.44893 0.115
H 3.53228 -11.65240 -0.21798 0.119
C 0.72530 6.43062 1.70804 0.082
C -0.09227 7.45562 1.43834 -0.235
C -1.57070 7.26184 1.26911 -0.311
O -2.26218 8.23569 1.04376 0.112
C -2.10330 5.91156 1.37885 0.077
C -1.28499 4.88647 1.64485 -0.229
C 0.18791 5.08494 1.84117 -0.298
O 0.87636 4.11685 2.09923 0.111
O -1.72743 3.63403 1.75226 0.102
O 0.35048 8.70290 1.30540 0.114
H 1.79175 6.55818 1.83421 0.137
H -3.16703 5.78190 1.23769 0.138
H -0.93982 3.09128 1.94742 0.126
H -0.43887 9.24403 1.11598 0.119
C -1.98942 1.01630 -8.01722 0.073
C -1.98156 2.20847 -8.61606 -0.250
C -1.17052 3.35312 -8.09160 -0.342
O -1.20114 4.41247 -8.70772 0.061
C -0.39933 3.15292 -6.88808 0.055
C -0.39499 1.95304 -6.26470 -0.229
C -1.19159 0.79370 -6.80691 -0.304
O -1.15063 -0.26076 -6.22734 0.155
O 0.29834 1.74585 -5.17054 0.127
O -2.69520 2.46226 -9.72277 0.083
H -2.57182 0.18532 -8.38998 0.130
H 0.16676 3.99458 -6.51561 0.126
H 0.17341 0.79755 -4.88864 0.096
H -2.50481 3.39309 -9.94124 0.106
C -6.34364 3.43739 5.88651 0.072
C -5.81420 4.64953 5.68470 -0.239
C -4.73727 4.87962 4.66570 -0.312
O -4.31027 6.01001 4.51716 0.105
C -4.25336 3.73821 3.90811 0.082
C -4.77911 2.52226 4.11024 -0.229
C -5.87519 2.29604 5.11071 -0.315
O -6.32696 1.17539 5.23947 0.111
O -4.36507 1.45239 3.44209 0.128
O -6.20745 5.72167 6.36964 0.109
H -7.12112 3.26015 6.61604 0.134
H -3.46555 3.91345 3.18980 0.106
H -4.90114 0.70630 3.76979 0.123
H -5.67090 6.46222 6.02956 0.118
```

## Properties
Gap between HOMO and LUMO ... 5.463 eV
Net charge ... -1
Energy relative to the best compared isomer or geometry (same formula, charge and spin) ... 22.8 kcal/mol
Strongest force on any atom ... 0.067 hartree/bohr
Energy ... -121932.8728 eV



[2]
# C34H31AsFeN7O6PS

C34H31AsFeN7O6PS as an isolated structure at a distorted geometry (the ωB97M-V functional and the def2-TZVPD basis, the Open Molecules 2025 dataset).

```
82
Properties=species:S:1:pos:R:3:lowdin_charge:R:1
Fe 1.11377 -0.75479 0.64064 0.626
O 3.59963 -2.20605 2.93250 -0.237
As 2.07077 -1.66991 3.59981 0.883
O 2.28420 -1.15796 5.13476 -0.457
O 1.54287 -0.54669 2.49505 -0.517
C 0.88914 -3.26236 3.45313 -0.206
C 0.67903 -3.75662 4.72556 -0.106
C -0.20632 -4.81807 4.93515 -0.065
C -0.89699 -5.37092 3.87064 -0.071
C -0.69305 -4.90011 2.58137 -0.053
C 0.20184 -3.84441 2.36956 -0.241
S 0.25198 -3.30447 0.67185 0.473
O 1.61270 -2.85501 0.36256 -0.364
O -0.20105 -4.37331 -0.16214 -0.291
O -0.64004 -2.11490 0.55886 -0.374
H 4.26575 -2.16068 3.62065 0.044
H 1.18609 -3.25315 5.57319 0.103
H -0.39147 -5.19701 5.94189 0.109
H -1.58901 -6.16160 4.01924 0.096
H -1.20183 -5.32816 1.72292 0.112
N 3.03224 -0.96107 -1.97482 -0.102
P 1.49449 -0.23447 -1.94024 1.049
C 1.70376 1.50048 -2.34934 -0.345
C 1.84649 2.04665 -3.61492 -0.103
C 1.94520 3.41495 -3.78338 -0.070
C 1.85978 4.26986 -2.68118 -0.090
C 1.81680 3.75009 -1.41418 -0.077
C 1.67247 2.37018 -1.25500 -0.101
C 0.79718 -0.93178 -3.50301 -0.322
C 1.10943 -2.24248 -3.85355 -0.088
C 0.62859 -2.78891 -5.05026 -0.066
C -0.19375 -2.03651 -5.89357 -0.081
C -0.51849 -0.73943 -5.52791 -0.085
C -0.02470 -0.20515 -4.36302 -0.134
C 3.85986 -0.72720 -0.88703 -0.363
C 5.23420 -1.00329 -0.90681 -0.001
C 6.01125 -0.64176 0.18374 -0.053
C 5.40937 0.03494 1.22437 -0.075
C 4.04827 0.23072 1.21441 -0.126
N 3.29122 -0.16551 0.18463 0.037
H 3.45900 -1.28603 -2.83274 0.114
H 1.94570 1.41462 -4.46831 0.099
H 2.08609 3.87203 -4.77266 0.113
H 1.93657 5.34414 -2.81860 0.106
H 1.79393 4.41508 -0.51301 0.124
H 1.57662 1.95079 -0.25821 0.069
H 1.62915 -2.87149 -3.13142 0.110
H 0.85816 -3.81811 -5.34031 0.109
H -0.52899 -2.44771 -6.83336 0.102
H -1.17013 -0.15082 -6.18543 0.114
H -0.28440 0.81820 -4.12491 0.093
H 5.66444 -1.44941 -1.79843 0.111
H 7.07214 -0.82964 0.22342 0.110
H 5.95825 0.33989 2.09977 0.107
H 3.47031 0.70174 2.02330 0.117
C -1.86339 0.38497 -1.17814 0.005
C -1.31236 1.20862 -0.04369 -0.323
N -0.37941 0.85625 0.82806 0.029
C -0.26822 1.84195 1.76920 -0.105
C -1.13590 2.85188 1.45581 -0.029
N -1.76388 2.44066 0.30154 -0.023
C -2.79663 3.16003 -0.36086 -0.079
N -3.88051 3.48425 0.51921 -0.063
N -4.33593 4.75296 0.66496 0.053
N -5.39377 4.76235 1.40259 0.078
C -5.66971 3.44315 1.77756 -0.242
C -6.66552 2.95746 2.58108 -0.021
C -6.68527 1.59607 2.80785 -0.085
C -5.68915 0.76641 2.29054 -0.070
C -4.66856 1.27735 1.50013 0.000
C -4.68426 2.63643 1.24175 -0.174
H -1.54567 -0.66704 -1.07315 0.073
H -1.50840 0.72603 -2.13295 0.058
H -2.95382 0.34993 -1.14439 0.082
H 0.41481 1.76004 2.62693 0.118
H -1.33340 3.80916 1.93482 0.130
H -3.17508 2.48797 -1.11621 0.127
H -2.53132 4.10470 -0.82534 0.143
H -7.44173 3.62176 2.99732 0.127
H -7.45213 1.16854 3.43890 0.104
H -5.76445 -0.30428 2.46919 0.111
H -3.88489 0.61501 1.14207 0.108
```

## Properties
Gap between HOMO and LUMO (spin up / spin down) ... 8.557 / 8.340 eV
Energy relative to the best compared isomer or geometry (same formula, charge and spin) ... 0.0 kcal/mol
Multiplicity ... 5
Strongest force on any atom ... 0.036 hartree/bohr
Energy ... -173828.8056 eV



[3]
# C34H31Br2O24PS2

C34H31Br2O24PS2 as an isolated structure at a distorted geometry (the ωB97M-V functional and the def2-TZVPD basis, the Open Molecules 2025 dataset).

```
94
Properties=species:S:1:pos:R:3:lowdin_charge:R:1
C 0.18832 0.36409 -5.99688 -0.145
C -0.46897 1.58079 -5.21770 -0.628
Br -1.85395 2.67329 -6.13163 0.687
C -0.10763 1.90095 -3.88242 -0.703
Br 1.30406 0.88271 -2.89127 0.723
O -0.77132 2.99742 -3.20364 -0.252
P -1.75394 2.19392 -2.01727 0.605
O -2.03033 0.78425 -2.58203 -0.335
O -0.86105 2.17672 -0.58124 -0.167
O -3.17944 3.06049 -1.67742 -0.586
S -4.44458 2.00514 -1.25322 0.949
C -3.89749 0.74462 -0.02215 -0.348
C -3.27706 1.37742 1.33292 -0.425
O -3.44877 2.59544 1.50974 0.054
O -2.64157 0.47859 2.21524 -0.032
C -1.42914 1.02000 2.79118 -0.108
C -0.07413 0.53672 2.07620 -0.263
C 0.98396 1.76065 1.89467 -0.032
O 0.64368 -0.44484 2.92377 -0.098
C 0.50275 -1.71076 2.26904 -0.420
O -0.61726 -2.26813 2.37381 0.073
C 1.69548 -2.41661 1.44162 -0.415
S 3.27565 -1.47743 1.67932 0.676
H 0.35858 0.56263 -7.10483 0.080
H -0.55570 -0.51376 -5.90420 0.102
H 1.16700 -0.00934 -5.55679 0.046
H -0.30356 1.37138 -0.51913 0.022
H -4.85701 0.19849 0.31976 0.118
H -3.22902 -0.08395 -0.45757 0.096
H -1.39880 2.15170 2.88674 0.135
H -1.37553 0.61285 3.86775 0.131
H -0.29875 -0.00358 1.09933 0.143
H 1.44162 1.65029 0.84311 0.071
H 0.42169 2.75239 1.90918 0.085
H 1.80530 1.72626 2.69030 0.101
H 1.87430 -3.46657 1.87821 0.083
H 1.38463 -2.52358 0.33887 0.109
H 3.32736 -0.40675 0.77105 -0.125
C -5.76329 7.33573 -4.81244 0.077
C -6.18821 6.37040 -3.99446 -0.219
C -5.23219 5.44729 -3.31778 -0.294
O -5.65814 4.58946 -2.56268 0.082
C -3.80255 5.61222 -3.59891 0.081
C -3.37812 6.57554 -4.41970 -0.219
C -4.33213 7.51525 -5.07431 -0.313
O -3.90643 8.39432 -5.80349 0.110
O -2.05605 6.73938 -4.69217 0.094
O -7.51225 6.18918 -3.74320 0.096
H -6.44641 8.01294 -5.30745 0.137
H -3.12129 4.92643 -3.11674 0.107
H -2.00981 7.49778 -5.30607 0.116
H -7.55789 5.43466 -3.12431 0.117
C 3.05056 -8.29055 -1.00824 0.077
C 3.47003 -7.11662 -0.52926 -0.216
C 2.89231 -6.53549 0.71824 -0.303
O 3.31152 -5.47013 1.13810 0.098
C 1.82499 -7.28033 1.39326 0.078
C 1.40431 -8.45202 0.91155 -0.222
C 2.00026 -9.04570 -0.31924 -0.315
O 1.60286 -10.12630 -0.71878 0.111
O 0.41425 -9.15281 1.52471 0.098
O 4.44164 -6.40436 -1.15976 0.087
H 3.46195 -8.72420 -1.90985 0.137
H 1.40219 -6.84016 2.28644 0.137
H 0.29577 -9.95953 0.98644 0.117
H 4.56822 -5.59672 -0.61891 0.070
C -3.51077 1.69139 6.00179 0.086
C -4.60728 2.11573 6.63398 -0.217
C -4.53638 2.70972 8.00000 -0.312
O -5.55568 3.10350 8.53864 0.113
C -3.22304 2.79081 8.64716 0.078
C -2.12739 2.36334 8.01630 -0.221
C -2.19511 1.79486 6.63996 -0.300
O -1.17004 1.43134 6.08781 0.101
O -0.90267 2.42939 8.60398 0.096
O -5.83466 2.02470 6.05753 0.101
H -3.54852 1.26064 5.00963 0.130
H -3.18730 3.20727 9.64478 0.137
H -0.27958 2.06230 7.94726 0.116
H -6.45691 2.39751 6.71178 0.117
C 6.00848 -2.73187 -2.77234 0.084
C 7.01369 -2.20716 -3.47697 -0.219
C 8.40120 -2.15589 -2.93243 -0.311
O 9.29679 -1.68687 -3.61158 0.117
C 8.62859 -2.67615 -1.58065 0.081
C 7.62247 -3.19747 -0.87525 -0.215
C 6.24151 -3.27333 -1.43116 -0.290
O 5.35082 -3.77336 -0.76423 0.079
O 7.81677 -3.68139 0.38054 0.103
O 6.81383 -1.69871 -4.72106 0.100
H 4.99816 -2.77723 -3.15652 0.139
H 9.63550 -2.61713 -1.19007 0.139
H 6.94172 -4.00149 0.67449 0.119
H 7.69032 -1.38403 -5.01679 0.118
```

## Properties
Gap between HOMO and LUMO ... 7.220 eV
Strongest force on any atom ... 0.088 hartree/bohr
Energy ... -255939.7857 eV